An isolated molecule of C4H8FN at a distorted geometry. Source: the OMol25 dataset; level of theory: the ωB97M-V functional and the def2-TZVPD basis.

Geometry (Å):
F -1.80698 0.00786 -0.60336
C -0.85053 -0.10608 0.45139
C -0.00379 1.19174 0.52381
C 1.15068 0.77601 -0.39042
N 1.44106 -0.62932 -0.05987
C 0.17247 -1.25338 0.23656
H -1.37071 -0.30547 1.39837
H -0.47555 2.06724 0.07748
H 0.45907 1.37167 1.53741
H 2.06204 1.45397 -0.28814
H 0.85165 0.90822 -1.48397
H 1.90757 -1.07774 -0.89514
H 0.20061 -1.89578 1.11603
H -0.27234 -1.83735 -0.54070

Results
M = 89.1 g/mol
strongest force on any atom = 0.0433 hartree/bohr
energy relative to the best compared isomer or geometry (same formula, charge and spin) = 0.303 eV
Kohn-Sham gap = 10.1438 eV
SMILES string = F[C@@H]1CCNC1
2S+1 = 1
E_tot = -311.8082 hartree
HOMO energy = -9.05 eV
total charge = 0